C51H44FeN6O5S2 | ωB97M-V/def2-TZVPD

Results
HOMO-LUMO gap (alpha / beta)   6.18 / 6.63 eV
Net charge   -1
Expectation value of S²   0.8353
Energy   -4734.71682 Eh
E_LUMO (alpha / beta)   1.7458 / 2.1640 eV
2S+1   2
Relative energy (zero: lowest compared OMol25 entry of this formula, charge and spin)   187.5 kJ/mol

Atoms and positions in Å:
Fe (1.19660, 1.21286, -0.27321)
N (3.32394, 2.44002, 3.61663)
C (2.75154, 2.40691, 2.35485)
S (3.51228, 1.41334, 1.16834)
N (1.74966, 3.17874, 2.18372)
N (1.19761, 3.13407, 0.92052)
C (0.43970, 4.13157, 0.68818)
C (-0.22679, 4.41989, -0.55596)
C (-1.09528, 5.51893, -0.63244)
C (-1.74703, 5.84603, -1.80242)
C (-1.51854, 5.04777, -2.93733)
C (-0.65128, 3.97987, -2.89003)
C (0.04081, 3.63628, -1.69880)
O (0.90123, 2.67711, -1.68803)
H (3.91364, 1.66245, 3.84015)
H (2.72941, 2.78820, 4.35088)
H (0.31821, 4.84460, 1.49956)
H (-1.24740, 6.12509, 0.25954)
H (-2.41373, 6.70085, -1.84930)
H (-2.03577, 5.27431, -3.86372)
H (-0.46340, 3.35927, -3.76168)
N (4.02704, -1.90733, -2.31537)
C (3.62199, -3.24537, -2.10337)
C (4.08056, -4.26195, -2.92409)
C (3.70556, -5.58228, -2.68269)
C (2.85651, -5.87478, -1.62864)
C (2.38302, -4.84343, -0.82097)
C (2.77339, -3.53776, -1.05101)
S (2.21471, -2.24255, 0.00721)
N (2.48799, -0.85924, -0.91143)
C (3.33026, -0.82591, -1.84028)
C (3.65737, 0.50593, -2.43158)
C (4.48631, 0.68248, -3.52250)
C (4.82765, 1.97583, -3.89925)
C (4.34750, 3.03347, -3.16170)
C (3.48076, 2.75711, -2.11420)
N (3.13500, 1.51825, -1.78028)
H (4.65599, -1.74670, -3.07613)
H (4.74835, -4.02131, -3.74934)
H (4.08079, -6.37269, -3.32373)
H (2.56194, -6.89972, -1.42878)
H (1.71374, -5.05524, 0.01191)
H (4.85340, -0.15852, -4.10049)
H (5.46815, 2.14429, -4.75489)
H (4.61604, 4.05605, -3.40104)
H (3.03549, 3.54312, -1.51493)
C (-4.33877, -2.58044, 1.53003)
C (-3.47006, -1.35902, 1.72948)
C (-4.06727, -0.42735, 2.77070)
O (-2.16732, -1.78654, 2.10172)
C (-1.17667, -1.10692, 1.30430)
C (-1.98711, -0.19339, 0.40701)
O (-3.32603, -0.68908, 0.50529)
C (-1.54252, -0.12549, -1.05958)
O (-0.35207, 0.59259, -1.15279)
C (-2.62888, 0.70174, -1.79135)
C (-3.28330, 0.28720, -2.94893)
C (-4.16358, 1.13819, -3.61676)
C (-4.40824, 2.41602, -3.13210)
C (-3.75620, 2.83903, -1.97796)
C (-2.86883, 1.99520, -1.32967)
C (-1.38979, -1.52604, -1.69601)
C (-2.39390, -2.49793, -1.63786)
C (-2.21391, -3.74524, -2.22855)
C (-1.03894, -4.03849, -2.91154)
C (-0.05530, -3.06399, -3.01274)
C (-0.23291, -1.82067, -2.40959)
C (-0.11663, -0.38560, 2.16249)
O (0.73019, 0.39076, 1.36105)
C (-0.80494, 0.51833, 3.20885)
C (-0.99016, 1.86940, 2.93014)
C (-1.61379, 2.70874, 3.84747)
C (-2.05147, 2.20745, 5.06839)
C (-1.85755, 0.86245, 5.36228)
C (-1.23910, 0.02578, 4.43966)
C (0.73127, -1.43195, 2.92347)
C (1.93906, -0.99341, 3.46239)
C (2.79034, -1.87041, 4.11692)
C (2.44336, -3.21414, 4.25198)
C (1.23431, -3.65688, 3.73411)
C (0.38110, -2.77173, 3.07505)
H (-4.51879, -3.05788, 2.49701)
H (-3.83032, -3.28934, 0.87323)
H (-5.29455, -2.28711, 1.08625)
H (-4.02162, -0.89141, 3.75900)
H (-5.10909, -0.21838, 2.50845)
H (-3.51169, 0.51416, 2.80342)
H (-0.64694, -1.83884, 0.70480)
H (-1.94597, 0.82916, 0.78134)
H (-3.10629, -0.70125, -3.35160)
H (-4.65115, 0.79752, -4.52611)
H (-5.08716, 3.08237, -3.65554)
H (-3.91806, 3.84030, -1.59234)
H (-2.32614, 2.36260, -0.46268)
H (-3.32267, -2.26889, -1.13676)
H (-3.00110, -4.48958, -2.16133)
H (-0.89620, -5.01206, -3.37045)
H (0.86063, -3.27658, -3.55868)
H (0.51999, -1.04884, -2.48671)
H (-0.61783, 2.25880, 1.99485)
H (-1.75009, 3.75954, 3.60927)
H (-2.53123, 2.86109, 5.78995)
H (-2.18949, 0.46177, 6.31615)
H (-1.09531, -1.02329, 4.67557)
H (2.21197, 0.04527, 3.32320)
H (3.73559, -1.51164, 4.51330)
H (3.11268, -3.90805, 4.74836)
H (0.95283, -4.70131, 3.83699)
H (-0.56139, -3.13618, 2.68182)

Here are the Mulliken charges for atoms 1 to 8, given in e: number 1, Fe, carries 0.63; number 2, N, carries -0.49; number 3, C, carries 0.19; number 4, S, carries -0.36; number 5, N, carries -1.29; number 6, N, carries 1.19; number 7, C, carries -0.76; number 8, C, carries 0.98


C2H4N6 | ωB97M-V/def2-TZVPD

Results
HOMO-LUMO gap   8.42 eV
Energy   -406.97374 Eh
E_LUMO   -0.7455 eV
2S+1   1
Relative energy (zero: lowest compared OMol25 entry of this formula, charge and spin)   375.9 kJ/mol
SMILES   [H]/N=c1/nc(N)nn[nH]1

Atoms and positions in Å:
H (3.31550, -0.36650, -0.07060)
N (2.43782, -0.99596, -0.22035)
C (1.35488, -0.41148, 0.08972)
N (0.10869, -1.15326, -0.23796)
C (-1.06503, -0.35314, -0.05196)
N (-2.34135, -0.87393, 0.37152)
N (-1.25191, 1.00500, -0.47076)
N (-0.21364, 1.65056, -0.21592)
N (1.08201, 1.10776, 0.61379)
H (-3.17729, -0.30878, -0.21019)
H (-2.45345, -1.77846, 0.63125)
H (1.82478, 1.86017, 0.54072)

Here are the Mulliken charges for atoms 1 to 8, given in e: number 1, H, carries 0.25; number 2, N, carries -0.52; number 3, C, carries 0.42; number 4, N, carries -0.47; number 5, C, carries 0.48; number 6, N, carries -0.41; number 7, N, carries -0.09; number 8, N, carries -0.23


C39H41BaN6O2 | ωB97M-V/def2-TZVPD

Results
HOMO-LUMO gap   7.45 eV
Net charge   +1
Energy   -2015.13703 Eh
E_LUMO   -1.9445 eV
2S+1   1
Relative energy (zero: lowest compared OMol25 entry of this formula, charge and spin)   46.2 kJ/mol

Atoms and positions in Å:
Ba (-0.66069, -0.44914, -0.50682)
O (0.79960, -2.01022, 1.57540)
C (1.15479, -0.94820, 2.47669)
C (2.01975, 0.11387, 1.85824)
C (3.35792, 0.25103, 2.17737)
C (4.09195, 1.24843, 1.54670)
C (3.46212, 2.05440, 0.61830)
C (2.11614, 1.83684, 0.34538)
N (1.40939, 0.89248, 0.95792)
H (1.61265, -2.40195, 1.22488)
H (1.64490, -1.36828, 3.35828)
H (0.19952, -0.52599, 2.79140)
H (3.80710, -0.40503, 2.91153)
H (5.13922, 1.39024, 1.77924)
H (3.98826, 2.84705, 0.10491)
H (1.58767, 2.42774, -0.39456)
C (4.83740, -0.67664, -5.65146)
C (3.55740, -0.46146, -6.40542)
C (3.55540, -0.31513, -7.78755)
C (2.38178, -0.09878, -8.49420)
C (1.17435, -0.04769, -7.81603)
C (1.14379, -0.21918, -6.44018)
C (2.32870, -0.41026, -5.73888)
N (2.34311, -0.59895, -4.33102)
C (1.49007, -0.06491, -3.38896)
N (0.90757, 1.09449, -3.74669)
C (0.00123, 2.05496, -3.10835)
C (-0.70295, 1.76193, -1.94314)
C (-1.51337, 2.83308, -1.50611)
C (-1.61699, 4.04980, -2.16211)
C (-0.88763, 4.25193, -3.32519)
C (-0.05768, 3.26185, -3.83106)
C (0.72388, 3.51925, -5.09099)
N (1.30465, -0.66754, -2.24467)
C (2.07118, -1.81491, -1.91220)
C (3.22188, -1.65708, -1.13663)
C (3.94180, -2.76473, -0.71274)
C (3.51116, -4.03950, -1.05389)
C (2.36776, -4.19894, -1.82202)
C (1.63093, -3.10233, -2.26242)
C (0.38978, -3.27829, -3.09392)
H (5.69699, -0.53138, -6.30331)
H (4.91702, -1.68868, -5.24265)
H (4.92326, 0.01448, -4.81095)
H (4.49990, -0.35698, -8.31658)
H (2.41118, 0.02908, -9.56766)
H (0.24990, 0.11395, -8.35445)
H (0.19840, -0.20059, -5.91294)
H (2.88611, -1.37922, -3.99525)
H (1.23770, 1.41271, -4.64260)
H (-2.11209, 2.71739, -0.60110)
H (-2.25753, 4.83748, -1.78508)
H (-0.95726, 5.19461, -3.85666)
H (0.52157, 4.51903, -5.47071)
H (0.47517, 2.81943, -5.89613)
H (1.80542, 3.45000, -4.93507)
H (3.52574, -0.65223, -0.86559)
H (4.84031, -2.63412, -0.12273)
H (4.06674, -4.90915, -0.72894)
H (2.04108, -5.19521, -2.09612)
H (0.34663, -4.27812, -3.52528)
H (0.34894, -2.55857, -3.91097)
H (-0.53030, -3.15550, -2.51205)
C (-5.67232, -1.97574, 3.92749)
N (-4.86642, -0.95473, 3.26226)
N (-4.35316, -1.21901, 2.00046)
C (-3.25288, -0.43006, 1.79791)
O (-2.66954, -0.34686, 0.68551)
C (-2.99863, 0.23989, 3.02502)
C (-3.99668, -0.12765, 3.88988)
C (-4.19625, 0.20908, 5.32493)
C (-5.18260, -1.73987, 0.95663)
C (-6.44837, -1.22249, 0.74307)
C (-7.21646, -1.74907, -0.28622)
C (-6.70875, -2.75873, -1.09045)
C (-5.43405, -3.26272, -0.86573)
C (-4.66621, -2.75973, 0.17356)
H (-6.11922, -2.60376, 3.16245)
H (-6.47209, -1.48970, 4.48065)
H (-5.06171, -2.58680, 4.59231)
H (-2.22241, 0.96377, 3.20000)
H (-3.50848, 0.99609, 5.62337)
H (-4.01168, -0.65969, 5.95965)
H (-5.21421, 0.55085, 5.51151)
H (-6.81721, -0.41758, 1.36561)
H (-8.20881, -1.35900, -0.46704)
H (-7.30907, -3.15982, -1.89588)
H (-5.04296, -4.05574, -1.48868)
H (-3.68231, -3.15337, 0.39159)

Here are the Mulliken charges for atoms 1 to 8, given in e: number 1, Ba, carries 2.25; number 2, O, carries -0.45; number 3, C, carries -0.72; number 4, C, carries 0.98; number 5, C, carries -0.64; number 6, C, carries -0.43; number 7, C, carries -0.80; number 8, C, carries -0.27


C2H2BrF2I | ωB97M-V/def2-TZVPD

Results
HOMO-LUMO gap (alpha / beta)   8.41 / 7.91 eV
Energy   -3148.69191 Eh
E_LUMO (alpha / beta)   -0.1961 / -0.4997 eV
2S+1   1
Relative energy (zero: lowest compared OMol25 entry of this formula, charge and spin)   357.6 kJ/mol

Atoms and positions in Å:
C (-1.32604, 0.80955, 0.38823)
C (0.88763, -0.97767, -0.24630)
F (1.00979, -1.94529, 0.64670)
F (0.63024, -1.47841, -1.39111)
Br (-0.43708, 2.13426, -0.48818)
I (2.40271, 0.38086, -0.43056)
H (-0.86168, 0.62971, 1.35466)
H (-2.30557, 0.44699, 0.16656)

Quick look at the Mulliken charges, all values in e: number 1, C, carries -0.69; number 2, C, carries 0.18; number 3, F, carries -0.18; number 4, F, carries -0.16; number 5, Br, carries -0.05; number 6, I, carries 0.14; number 7, H, carries 0.37; number 8, H, carries 0.39